[1]
Here is a cluster of 2 separate species, C5H5NO in total at a distorted geometry from OMol25. Energies are from ωB97M-V/def2-TZVPD.

Bonds (Å) are listed after each position.
Atoms and positions in Å:
1 C -2.3183 0.5857 0.5523  H4 1.060, C5 1.205
2 H 2.2719 0.4101 -0.9875  N10 1.023
3 H -0.6659 -0.7732 -1.5863  C12 1.098
4 H -3.3303 0.8276 0.7558  C1 1.060
5 C -1.2439 0.2584 0.1164  C1 1.205, C12 1.475
6 O 0.8862 0.8014 2.4573  C11 1.131
7 H 0.8081 -1.7548 0.2261  C8 1.092
8 C 1.0106 -0.8168 -0.2959  H7 1.092, N10 1.267, C12 1.507
9 H 0.1082 0.8166 -1.3673  C12 1.097
10 N 2.2126 -0.5183 -0.5629  H2 1.023, C8 1.267
11 C 0.4602 0.0671 1.7098  O6 1.131
12 C -0.1943 -0.1045 -0.8542  H3 1.098, C5 1.475, C8 1.507, H9 1.097

## Properties
multiplicity = 1
HOMO = -9.69 eV
E_LUMO = 0.82 eV
energy = -8799.774 eV
strongest force on any atom = 2.40 eV/A
relative energy (zero: lowest compared OMol25 entry of this formula, charge and spin) = 84.1 kcal per mole

***

[2]
Here is a cluster of 2 separate species, C5H13N2 in total at a distorted geometry from OMol25. Energies are from ωB97M-V/def2-TZVPD.

Bonds (Å) are listed after each position.
Atoms and positions in Å:
1 C 0.1348 -0.4246 -2.5372  H7 1.063, H10 1.148, N11 1.421, H17 1.169
2 H -1.5894 0.4805 2.6559  C3 1.075
3 C -0.7362 -0.1738 2.6703  H2 1.075, H6 1.057, C13 1.504, H14 1.134
4 H 1.9435 -0.7417 0.7174  N9 1.056
5 H 1.0761 -1.8250 1.8462  N9 1.056
6 H -0.1420 0.0876 3.5042  C3 1.057
7 H 0.4487 0.1779 -3.3549  C1 1.063
8 C -0.0339 -0.6534 0.2279  N9 1.439, C13 1.454, H19 1.159
9 N 1.0209 -1.0630 1.1174  H4 1.056, H5 1.056, C8 1.439, C13 1.456
10 H -1.0039 -0.4039 -2.6851  C1 1.148
11 N 0.6472 0.3698 -1.4765  C1 1.421, C18 1.438
12 H 0.3616 2.2339 -0.3766  C18 1.232
13 C 0.1598 0.0526 1.4837  C3 1.504, C8 1.454, N9 1.456, H15 1.035
14 H -1.2062 -1.2046 2.7231  C3 1.134
15 H 0.5688 0.9933 1.3469  C13 1.035
16 H 0.2860 2.3745 -2.0862  C18 1.134
17 H 0.7140 -1.4387 -2.4859  C1 1.169
18 C -0.0786 1.6033 -1.3390  N11 1.438, H12 1.232, H16 1.134, H20 1.069
19 H -0.8547 -1.4208 -0.0552  C8 1.159
20 H -1.1312 1.4960 -1.1856  C18 1.069

## Properties
multiplicity = 1
HOMO = -13.45 eV
E_LUMO = -3.88 eV
energy = -8364.581 eV
charge = +1
strongest force on any atom = 4.91 eV/A
relative energy (zero: lowest compared OMol25 entry of this formula, charge and spin) = 143.7 kcal per mole

***

[3]
Here is an isolated molecule of C2H3NO2 at a distorted geometry from OMol25. Energies are from ωB97M-V/def2-TZVPD.

Bonds (Å) are listed after each position.
Atoms and positions in Å:
1 N 1.0721 -0.2823 -0.3452  H2 1.008, C3 1.473, C5 1.400
2 H 0.7028 -0.7779 -1.1411  N1 1.008
3 C 0.1159 0.4187 0.5295  N1 1.473, C5 1.472, H7 1.019, O8 1.399
4 H -1.8021 0.0844 0.8501  O8 0.965
5 C 0.7811 -0.8393 0.9060  N1 1.400, C3 1.472, O6 1.177
6 O 0.8792 -1.7668 1.6236  C5 1.177
7 H 0.5458 1.2993 0.8082  C3 1.019
8 O -1.1978 0.1889 0.1053  C3 1.399, H4 0.965

## Properties
multiplicity = 1
HOMO = -9.50 eV
E_LUMO = 0.69 eV
energy = -7705.534 eV
SMILES = O=C1N[C@H]1O
strongest force on any atom = 3.50 eV/A
relative energy (zero: lowest compared OMol25 entry of this formula, charge and spin) = 53.2 kcal per mole

***

[4]
Here is an isolated molecule of C4H9NO at a distorted geometry from OMol25. Energies are from ωB97M-V/def2-TZVPD.

Bonds (Å) are listed after each position.
Atoms and positions in Å:
1 H -1.8800 0.0183 -1.2359  C3 1.069
2 H -0.9879 -0.8078 2.4313  C7 1.130
3 C -0.9377 -0.4392 -1.4489  H1 1.069, N11 1.454, H12 1.112, H15 1.089
4 C 0.6127 1.4226 -1.0699  H6 1.073, H9 1.089, N11 1.493, H13 1.086
5 H -0.1946 -2.0787 1.5214  C7 1.089
6 H 0.6570 1.2742 -2.1317  C4 1.073
7 C -0.7359 -1.1444 1.3820  H2 1.130, H5 1.089, C10 1.536, H14 1.065
8 O 0.9583 0.4368 1.4160  C10 1.219
9 H -0.0834 2.0785 -0.5486  C4 1.089
10 C 0.2942 -0.2581 0.6661  C7 1.536, O8 1.219, N11 1.394
11 N 0.2124 0.0335 -0.6948  C3 1.454, C4 1.493, C10 1.394
12 H -0.9724 -0.4145 -2.5603  C3 1.112
13 H 1.6229 1.5873 -0.7069  C4 1.086
14 H -1.5572 -1.2473 0.7118  C7 1.065
15 H -1.0497 -1.4805 -1.1495  C3 1.089

## Properties
multiplicity = 1
HOMO = -9.24 eV
E_LUMO = 0.92 eV
energy = -7830.674 eV
SMILES = CC(=O)N(C)C
strongest force on any atom = 3.01 eV/A
relative energy (zero: lowest compared OMol25 entry of this formula, charge and spin) = 37.9 kcal per mole

***

[5]
Here is a cluster of 3 separate species, C12H18O9 in total at a distorted geometry from OMol25. Energies are from ωB97M-V/def2-TZVPD.

Bonds (Å) are listed after each position.
Atoms and positions in Å:
1 H -2.7513 -1.1739 -1.6399  C9 1.090
2 O -1.5042 4.0528 -1.0877  C5 1.449, C25 1.348
3 H 2.0782 -3.6806 5.4761  C32 1.091
4 C -0.7979 -1.0323 -2.4240  C9 1.549, O16 1.445, C21 1.498, H31 1.093
5 C -2.1502 5.2170 -1.6591  O2 1.449, C10 1.518, H28 1.093, C34 1.526
6 H -1.9098 5.7857 -3.7434  C10 1.093
7 O -0.3135 2.3444 -1.8979  C25 1.185
8 H -0.6322 6.3081 -2.8170  C10 1.094
9 C -1.8812 -0.5535 -1.4255  H1 1.090, C4 1.549, H13 1.085, O26 1.427
10 C -1.3046 5.4492 -2.8980  C5 1.518, H6 1.093, H8 1.094, O15 1.417
11 H 0.4391 -4.4527 3.7775  C12 1.087
12 C 1.3473 -4.7220 3.2439  H11 1.087, C29 1.560, H35 1.099, H39 1.090
13 H -2.0368 0.4916 -1.6735  C9 1.085
14 H -1.9548 -1.2929 -4.1470  C21 1.095
15 O -0.8102 4.1483 -3.1653  C10 1.417, C25 1.346
16 O 0.1419 -1.8025 -1.6418  C4 1.445, C17 1.327
17 C -0.0720 -1.5308 -0.3607  O16 1.327, O18 1.200, O26 1.337
18 O 0.5098 -2.0433 0.5552  C17 1.200
19 C 4.6939 -3.8803 3.8951  O20 1.353, O27 1.184, O33 1.334
20 O 3.7942 -4.1283 2.9158  C19 1.353, C29 1.387
21 C -1.2476 -1.8930 -3.5643  C4 1.498, H14 1.095, H36 1.089, H37 1.091
22 H 2.5680 -2.0956 4.8798  C32 1.091
23 H -2.5847 5.8928 0.4045  C34 1.082
24 H 2.0609 -2.9184 2.6923  C29 1.096
25 C -0.8805 3.3709 -2.0692  O2 1.348, O7 1.185, O15 1.346
26 O -1.1663 -0.7778 -0.2106  C9 1.427, C17 1.337
27 O 5.8620 -4.0633 3.8344  C19 1.184
28 H -3.1460 4.8161 -1.8662  C5 1.093
29 C 2.5291 -3.7046 3.2954  C12 1.560, O20 1.387, H24 1.096, C32 1.524
30 H -1.2170 6.7738 -0.4593  C34 1.093
31 H -0.2336 -0.2224 -2.8936  C4 1.093
32 C 2.6700 -3.1695 4.7159  H3 1.091, H22 1.091, C29 1.524, O33 1.446
33 O 4.0940 -3.2964 4.9341  C19 1.334, C32 1.446
34 C -2.1703 6.2444 -0.5308  C5 1.526, H23 1.082, H30 1.093, H38 1.099
35 H 1.9010 -5.5696 3.6709  C12 1.099
36 H -0.4549 -2.1368 -4.2705  C21 1.089
37 H -1.6969 -2.8244 -3.2160  C21 1.091
38 H -2.7399 7.1081 -0.9022  C34 1.099
39 H 0.9667 -5.0382 2.2729  C12 1.090

## Properties
multiplicity = 1
HOMO = -10.29 eV
E_LUMO = 0.36 eV
energy = -31162.715 eV
SMILES = C[C@H]1COC(=O)O1.C[C@H]1COC(=O)O1.C[C@H]1COC(=O)O1
strongest force on any atom = 4.79 eV/A
relative energy (zero: lowest compared OMol25 entry of this formula, charge and spin) = 40.9 kcal per mole

***

[6]
Here is an isolated molecule of C4H5NO at a distorted geometry from OMol25. Energies are from ωB97M-V/def2-TZVPD.

Bonds (Å) are listed after each position.
Atoms and positions in Å:
1 C 0.3881 1.1294 0.1460  C3 1.358, N4 1.374, H11 1.074
2 H -1.5462 -0.5226 -1.0222  C5 1.305
3 C -0.2372 -0.0679 0.0097  C1 1.358, C5 1.422, O8 1.383
4 N 1.7479 0.9784 0.0148  C1 1.374, C6 1.287
5 C -1.5813 -0.4439 0.2796  H2 1.305, C3 1.422, H7 1.083, H9 1.069
6 C 1.8977 -0.2745 -0.2363  N4 1.287, O8 1.349, H10 1.079
7 H -2.2077 0.3465 0.6741  C5 1.083
8 O 0.7554 -0.9912 -0.2622  C3 1.383, C6 1.349
9 H -1.9501 -1.4033 0.5742  C5 1.069
10 H 2.8087 -0.7998 -0.4791  C6 1.079
11 H -0.0698 2.0876 0.3095  C1 1.074

## Properties
multiplicity = 1
HOMO = -8.40 eV
E_LUMO = 0.85 eV
energy = -7764.574 eV
SMILES = Cc1cnco1
strongest force on any atom = 5.56 eV/A
relative energy (zero: lowest compared OMol25 entry of this formula, charge and spin) = 45.0 kcal per mole

***

[7]
Here is an isolated molecule of CHClFI at a distorted geometry from OMol25. Energies are from ωB97M-V/def2-TZVPD.

Bonds (Å) are listed after each position.
Atoms and positions in Å:
1 C 0.1303 0.1097 0.0570  I2 2.163, F3 1.348, H4 1.318, Cl5 1.817
2 I -1.4862 -0.1826 -1.3507  C1 2.163
3 F 1.0920 0.9043 -0.4527  C1 1.348
4 H -0.4531 0.6732 1.0957  C1 1.318
5 Cl 0.7170 -1.5046 0.6507  C1 1.817

## Properties
multiplicity = 3
HOMO (alpha / beta) = -6.19 / -10.40 eV
E_LUMO (alpha / beta) = 0.68 / -3.95 eV
energy = -24388.737 eV
strongest force on any atom = 5.93 eV/A
relative energy (zero: lowest compared OMol25 entry of this formula, charge and spin) = 13.2 kcal per mole

***

[8]
Here is a cluster of 2 separate species, C14H29F6N4P in total from OMol25. Energies are from ωB97M-V/def2-TZVPD.

Bonds (Å) are listed after each position.
Atoms and positions in Å:
1 H -1.4462 0.5724 0.9537  C49 1.094
2 F 4.5176 -1.8575 -2.5851  P19 1.662
3 C -2.9326 2.1009 0.4579  H20 1.098, H39 1.090, C42 1.545, C49 1.528
4 H 1.2709 0.4984 0.7759  C30 1.092
5 N -3.7121 -1.7403 2.6948  H12 1.005, N13 1.366, C52 1.326
6 C -3.7071 -2.1244 0.5667  N13 1.341, N35 1.348, N43 1.313
7 C -2.9085 -0.7461 -1.2508  C11 1.545, H28 1.088, N43 1.459, H47 1.085
8 C 3.0796 1.5707 0.4483  H24 1.092, C30 1.531, H31 1.091, C54 1.531
9 C 4.1339 -0.7267 0.2962  C18 1.537, H22 1.086, H46 1.086, C54 1.544
10 C -0.3895 2.3216 0.3631  C44 1.538, C49 1.530, H50 1.090, H51 1.091
11 C -3.8758 0.4564 -1.3128  C7 1.545, H23 1.091, H33 1.090, C42 1.530
12 H -3.5595 -1.2606 3.5651  N5 1.005
13 N -3.3723 -1.2058 1.4850  N5 1.366, C6 1.341, H27 1.012
14 F 3.1654 -1.3621 -5.3889  P19 1.656
15 F 4.0489 -0.1339 -3.8884  P19 1.657
16 H 4.2739 0.6192 1.9812  C54 1.092
17 F 2.4982 -0.9415 -2.5218  P19 1.678
18 C 3.9835 -1.8494 1.3353  C9 1.537, H34 1.087, H40 1.091, H45 1.090
19 P 3.3733 -1.6421 -3.7705  F2 1.662, F14 1.656, F15 1.657, F17 1.678, F25 1.659, F38 1.653
20 H -3.7755 1.7339 1.0574  C3 1.098
21 H 5.1693 1.1736 0.5605  C54 1.088
22 H 5.0173 -0.9266 -0.3027  C9 1.086
23 H -4.7450 0.3301 -0.6661  C11 1.091
24 H 3.3642 2.6245 0.4735  C8 1.092
25 F 1.9391 -2.4668 -3.8982  P19 1.659
26 H 2.0480 1.0349 2.2555  C30 1.091
27 H -2.9504 -0.2924 1.3752  N13 1.012
28 H -2.0284 -0.5187 -0.6534  C7 1.088
29 H -3.8321 2.5812 -1.4090  C42 1.088
30 C 1.7895 1.3395 1.2404  H4 1.092, C8 1.531, H26 1.091, C44 1.539
31 H 2.8687 1.3297 -0.5944  C8 1.091
32 H -2.2485 1.8371 -1.5932  C42 1.089
33 H -4.2670 0.4761 -2.3301  C11 1.090
34 H 4.5174 -2.7445 1.0252  C18 1.087
35 N -4.2434 -3.2102 1.1577  C6 1.348, C52 1.309
36 H 0.5013 2.6935 2.3132  C44 1.091
37 H -4.5753 -3.5775 3.2279  C52 1.077
38 F 4.0450 -3.0644 -4.2784  P19 1.653
39 H -2.9773 3.1846 0.5683  C3 1.090
40 H 4.3832 -1.5556 2.3075  C18 1.091
41 H 1.3264 3.4493 0.9679  C44 1.088
42 C -3.1827 1.7919 -1.0353  C3 1.545, C11 1.530, H29 1.088, H32 1.089
43 N -3.4993 -1.9701 -0.7211  C6 1.313, C7 1.459, H53 1.006
44 C 0.8237 2.5372 1.2828  C10 1.538, C30 1.539, H36 1.091, H41 1.088
45 H 2.9371 -2.1177 1.4846  C18 1.090
46 H 3.2952 -0.7735 -0.3917  C9 1.086
47 H -2.5418 -0.9507 -2.2509  C7 1.085
48 H -1.5716 1.8747 2.1061  C49 1.093
49 C -1.5908 1.6542 1.0352  H1 1.094, C3 1.528, C10 1.530, H48 1.093
50 H -0.0540 1.6904 -0.4598  C10 1.090
51 H -0.6913 3.2760 -0.0718  C10 1.091
52 C -4.2245 -2.9358 2.4376  N5 1.326, N35 1.309, H37 1.077
53 H -3.7198 -2.7493 -1.3177  N43 1.006
54 C 4.2519 0.6923 0.8921  C8 1.531, C9 1.544, H16 1.092, H21 1.088

## Properties
multiplicity = 1
HOMO = -9.53 eV
E_LUMO = -1.18 eV
energy = -46544.171 eV
strongest force on any atom = 0.76 eV/A
relative energy (zero: lowest compared OMol25 entry of this formula, charge and spin) = 19.2 kcal per mole